## a
Entry from the Open Molecules 2025 dataset: a cluster of 2 separate species, C4H6N2O in total (ωB97M-V/def2-TZVPD).

ORCA input file:
```
! RIJCOSX wB97M-V def2-TZVPD def2/J DEFGRID3
* xyz 0 1
O 0.801 -3.383 0.552
H -0.010 -3.720 0.109
H 1.225 -2.800 -0.118
N 0.855 0.897 -1.130
N -1.019 2.197 -0.455
C -0.018 1.856 -1.325
C 0.724 0.078 -0.078
C -1.191 1.425 0.631
C -0.288 0.332 0.862
H 0.132 2.460 -2.230
H 1.434 -0.721 0.175
H -2.091 1.600 1.236
H -0.552 -0.221 1.773
*
```

Summary:
* HOMO-LUMO gap: 10.25 eV
* LUMO level: 0.501 eV
* SMILES: c1cncnc1.O

=====

## b
Entry from the Open Molecules 2025 dataset: an isolated molecule of C4H6N2O (ωB97M-V/def2-TZVPD).

ORCA input file:
```
! RIJCOSX wB97M-V def2-TZVPD def2/J DEFGRID3
* xyz 0 1
N -1.143 -1.226 1.082
C -0.164 -0.496 -0.571
C 0.231 0.608 0.419
N 1.119 1.584 -0.094
C -1.278 -0.004 0.269
C 0.262 -0.878 0.812
O 0.379 -0.236 -1.838
H -0.309 -0.391 -2.507
H -1.404 -1.080 2.057
H 1.370 1.363 -1.061
H 1.956 1.692 0.471
H -2.138 0.563 -0.034
H 1.119 -1.499 0.996
*
```

Summary:
* HOMO-LUMO gap: 8.85 eV
* LUMO level: 0.723 eV

=====

Which one sits at the bottom of the stability order? b does.

=====

## a
Entry from the Open Molecules 2025 dataset: an isolated molecule of C4H6N2O (ωB97M-V/def2-TZVPD).

ORCA input file:
```
! RIJCOSX wB97M-V def2-TZVPD def2/J DEFGRID3
* xyz 0 1
N -2.255 0.610 -0.945
C -2.124 0.085 0.194
O -0.946 -0.441 0.644
C 0.242 -0.290 -0.174
C 1.448 -0.153 0.739
C 2.508 0.075 -0.241
N 3.349 0.331 -0.989
H -3.215 0.893 -1.130
H -2.919 -0.040 0.947
H 0.025 0.492 -0.889
H 0.796 -1.035 -0.881
H 1.441 0.602 1.530
H 1.649 -1.131 1.195
*
```

Summary:
* HOMO-LUMO gap: 11.30 eV
* LUMO level: 0.747 eV
* SMILES: [H]/N=C/OCCC#N

=====

## b
Entry from the Open Molecules 2025 dataset: a structure of composition C4H6N2O (ωB97M-V/def2-TZVPD).

ORCA input file:
```
! RIJCOSX wB97M-V def2-TZVPD def2/J DEFGRID3
* xyz 0 1
C -0.499 -1.358 0.731
C 0.657 -0.895 -0.080
C 0.680 1.137 0.111
C -0.325 1.695 -0.798
N -1.705 -1.379 0.317
N 1.611 -1.638 -0.378
O 1.377 1.569 0.950
H -0.270 -1.596 1.794
H -1.145 1.033 -0.775
H -0.026 1.725 -1.790
H -0.659 2.823 -0.563
H -2.238 -1.760 1.127
H 2.542 -1.355 -0.647
*
```

Summary:
* HOMO-LUMO gap: 8.70 eV
* LUMO level: 0.525 eV

=====

Which one sits at the bottom of the stability order? b does.